w) Entry from the OMol25 dataset: an isolated molecule of C10H11NO (wB97M-V/def2-TZVPD).

Summary:
lowest unoccupied orbital energy (alpha / beta): 0.01658 / 0.01656 hartree
SMILES: C/[N+]([O-])=C1\CCc2ccccc21
gap between HOMO and LUMO (alpha / beta): 8.14 / 8.14 eV

Last column: Mulliken charge in e.
CARTESIAN COORDINATES (ANGSTROEM)
C  2.36630  1.87442  -0.02462  -0.5706
C  3.18871  0.74462  0.03535  -0.3854
C  1.03512  1.77853  0.03943  -0.5646
C  2.70939  -0.51829  0.05306  -0.6663
C  0.46181  0.42943  -0.01768  0.0312
C  1.27206  -0.67843  0.01759  0.3847
C  -0.88814  0.05423  -0.05932  0.5278
C  0.48972  -2.03344  -0.12463  -0.5706
C  -0.97946  -1.66968  -0.12912  -0.7417
C  -3.41941  0.37873  0.06534  -0.9864
N  -1.97434  0.77305  -0.00512  0.4826
O  -1.91875  2.06334  -0.05067  -0.7412
H  2.80444  2.86225  -0.05129  0.3630
H  4.20390  0.90466  0.04199  0.4631
H  0.35135  2.62247  0.06891  0.4575
H  3.40540  -1.37162  0.04126  0.3609
H  0.78741  -2.56532  -1.03675  0.2647
H  0.76256  -2.71511  0.81726  0.2530
H  -1.44405  -2.07558  0.84577  0.2629
H  -1.66460  -2.11453  -0.89825  0.3908
H  -3.83428  0.64373  1.03411  0.3366
H  -3.98949  1.21454  -0.37997  0.3477
H  -3.72563  -0.60198  -0.28265  0.3004

---

x) Entry from the OMol25 dataset: an isolated molecule of C10H11NO (wB97M-V/def2-TZVPD).

Summary:
lowest unoccupied orbital energy (alpha / beta): -0.00258 / -0.02702 hartree
gap between HOMO and LUMO (alpha / beta): 8.57 / 6.20 eV

Last column: Mulliken charge in e.
CARTESIAN COORDINATES (ANGSTROEM)
C  2.95955  -0.82940  2.18417  -0.3935
C  1.68021  -0.86155  2.86070  -0.4820
C  2.97074  -0.79831  0.74278  -0.3477
C  0.47646  -0.79377  2.15063  -0.5106
C  1.81469  -1.00042  0.08771  -0.0778
C  0.60884  -0.86828  0.71210  0.4065
C  -0.59897  1.33244  -1.07126  1.0651
C  -1.14034  -0.03528  -0.86408  0.4027
C  -1.30485  2.15919  -2.15652  -1.5690
C  -2.35011  -0.44493  -1.58376  -1.5171
N  -0.64494  -0.94260  0.04218  -0.1589
O  0.28289  1.88628  -0.36287  -0.6487
H  3.92717  -0.97183  2.68410  0.3669
H  1.76099  -0.67835  4.01974  0.2168
H  3.93906  -0.56683  0.22018  0.3365
H  -0.47683  -0.63482  2.65004  0.3804
H  -0.75125  3.05539  -2.32538  0.3652
H  -2.24167  2.32884  -1.87068  0.4700
H  -1.30916  1.51514  -3.05941  0.3443
H  -2.95969  0.49031  -1.65181  0.2508
H  -2.91099  -1.15488  -1.15340  0.4395
H  -2.32174  -0.59848  -2.63041  0.3392
H  -1.41006  -1.58785  0.37526  0.3213

---

Stability, lowest: x)

---

w) Entry from the OMol25 dataset: an isolated molecule of C3H4BrNO (wB97M-V/def2-TZVPD).

Summary:
lowest unoccupied orbital energy (alpha / beta): -0.01561 / -0.04121 hartree
gap between HOMO and LUMO (alpha / beta): 8.89 / 7.68 eV

Last column: Mulliken charge in e.
CARTESIAN COORDINATES (ANGSTROEM)
C  -1.26984  -0.75860  -0.62000  -0.4171
C  -0.05596  -0.81824  -1.05665  0.0129
C  0.86098  0.30789  0.79927  -0.1487
N  -0.40791  0.80764  1.12269  -0.3851
O  1.03164  -0.23293  -0.52578  -0.3187
Br  -0.82564  2.46799  0.47914  -0.0237
H  -2.31518  -0.90207  -0.64868  0.3603
H  0.26140  -1.40054  -1.91877  0.3558
H  1.67347  1.04428  0.86110  0.2755
H  1.04706  -0.51541  1.50767  0.2889

---

x) Entry from the OMol25 dataset: a structure of composition C3H4BrNO (wB97M-V/def2-TZVPD).

Summary:
lowest unoccupied orbital energy: 0.02253 hartree
gap between HOMO and LUMO: 10.11 eV

Last column: Mulliken charge in e.
CARTESIAN COORDINATES (ANGSTROEM)
C  -0.38119  -1.51276  -0.38040  0.0987
C  0.02089  0.62340  -0.30432  -0.4983
C  1.08053  0.00688  0.59388  0.1703
N  -0.78640  -0.41390  -0.82380  -0.5169
O  0.59182  -1.70230  0.38861  -0.4592
Br  2.85903  0.01491  -0.08500  -0.0892
H  -0.96991  -2.25108  -0.89624  0.4087
H  -0.76605  1.36893  0.19668  0.2418
H  0.40108  1.12326  -1.22312  0.2861
H  0.81357  0.20126  1.60097  0.3579

---

y) Entry from the OMol25 dataset: an isolated molecule of C3H4BrNO (wB97M-V/def2-TZVPD).

Summary:
lowest unoccupied orbital energy: 0.00141 hartree
SMILES: C=CC(=O)NBr
gap between HOMO and LUMO: 9.71 eV

Last column: Mulliken charge in e.
CARTESIAN COORDINATES (ANGSTROEM)
C  1.09145  0.15042  0.50277  -0.6136
C  -0.07819  -0.07254  -0.06273  -0.4702
C  -0.03001  -0.90217  -1.22566  0.9223
N  -1.24169  -1.01974  -1.90787  -0.4017
O  0.99156  -1.39900  -1.72115  -0.6154
Br  -1.35834  -2.13937  -3.43590  -0.0131
H  1.30218  0.76559  1.32680  0.3233
H  1.85610  -0.49495  0.01860  0.2252
H  -1.02549  0.15532  0.18686  0.3650
H  -2.20910  -0.57615  -1.68880  0.2782

---

Stability, lowest: w)

---

w) Entry from the OMol25 dataset: a cluster of 2 separate species, C2H6O2S2 in total (wB97M-V/def2-TZVPD).

Summary:
lowest unoccupied orbital energy: 0.01393 hartree
SMILES: O=CO.CSS
gap between HOMO and LUMO: 9.48 eV

Last column: Mulliken charge in e.
CARTESIAN COORDINATES (ANGSTROEM)
C  1.12502  0.22669  1.55517  -0.6693
S  1.81322  -0.50732  0.06776  -0.0655
S  1.69928  1.06835  -1.28711  -0.1928
H  1.70158  1.08264  1.87982  0.3261
H  1.25031  -0.53366  2.31661  0.2689
H  0.08310  0.49083  1.44339  0.2675
H  0.98700  0.57116  -2.30817  0.1817
O  -2.05230  0.26518  0.35810  -0.4634
C  -2.11834  -0.48361  -0.56771  0.2172
O  -1.19297  -0.64903  -1.52270  -0.3275
H  -2.96757  -1.15085  -0.79061  0.3112
H  -0.32833  -0.38039  -1.14456  0.1459

---

x) Entry from the OMol25 dataset: a cluster of 2 separate species, C2H6O2S2 in total (wB97M-V/def2-TZVPD).

Summary:
lowest unoccupied orbital energy: 0.01751 hartree
SMILES: O=CO.CSS
gap between HOMO and LUMO: 9.23 eV

Last column: Mulliken charge in e.
CARTESIAN COORDINATES (ANGSTROEM)
C  -1.23829  -2.72209  0.51567  -0.8554
S  -0.62059  -1.16137  -0.18415  0.0417
S  -1.17214  0.29340  1.12364  -0.2885
H  -1.52608  -3.37631  -0.30299  0.3003
H  -0.42176  -3.15901  1.02146  0.3195
H  -2.11429  -2.56624  1.13657  0.2925
H  -0.76513  -0.25332  2.27398  0.1796
O  2.45351  0.59829  -1.11222  -0.4387
C  1.88438  1.61435  -1.37322  0.1548
O  1.11919  2.35934  -0.56429  -0.3601
H  1.96650  2.05518  -2.37800  0.3497
H  0.80864  1.76957  0.14917  0.3047

---

Stability, lowest: x)

---

w) Entry from the OMol25 dataset: a cluster of 2 separate species, C2H6O2S2 in total (wB97M-V/def2-TZVPD).

Summary:
lowest unoccupied orbital energy: 0.01389 hartree
SMILES: O=CO.CSS
gap between HOMO and LUMO: 9.21 eV

Last column: Mulliken charge in e.
CARTESIAN COORDINATES (ANGSTROEM)
C  -1.77927  -1.05367  1.10739  -0.7451
S  -1.97474  0.37812  0.02062  -0.0526
S  -0.74238  0.05990  -1.50494  -0.2068
H  -1.92039  -1.96149  0.51963  0.2962
H  -2.56348  -1.06340  1.85936  0.3072
H  -0.81918  -1.09690  1.59588  0.2354
H  0.43571  0.62766  -1.16383  0.1366
O  2.52179  1.18943  0.24820  -0.4009
C  2.75051  0.12590  0.73323  0.1644
O  1.77238  -0.80425  0.88291  -0.3389
H  3.74960  -0.23002  1.02546  0.2904
H  2.10107  -1.69787  0.70850  0.3141

---

x) Entry from the OMol25 dataset: a cluster of 2 separate species, C2H6O2S2 in total (wB97M-V/def2-TZVPD).

Summary:
lowest unoccupied orbital energy: 0.01860 hartree
SMILES: O=CO.CSS
gap between HOMO and LUMO: 8.74 eV

Last column: Mulliken charge in e.
CARTESIAN COORDINATES (ANGSTROEM)
C  1.82549  1.51501  0.27854  -0.9044
S  1.59589  -0.25491  0.02141  -0.0447
S  1.14819  -0.12797  -1.98595  -0.1840
H  1.53531  1.75454  1.30213  0.3216
H  1.08554  2.11194  -0.26802  0.3111
H  2.79442  1.81924  -0.10951  0.3469
H  0.75112  -1.41426  -2.08624  0.1444
O  -2.01597  -1.17015  1.86114  -0.5001
C  -2.07168  -0.73785  0.73650  0.2159
O  -2.34663  -1.45038  -0.34030  -0.3920
H  -1.67010  0.27532  0.60651  0.3490
H  -2.63157  -2.32051  -0.01621  0.3362

---

y) Entry from the OMol25 dataset: a cluster of 2 separate species, C2H6O2S2 in total (wB97M-V/def2-TZVPD).

Summary:
lowest unoccupied orbital energy: 0.00503 hartree
SMILES: CC(=S)OO.S
gap between HOMO and LUMO: 9.92 eV

Last column: Mulliken charge in e.
CARTESIAN COORDINATES (ANGSTROEM)
C  -0.51861  1.44080  0.35107  -0.7398
C  -1.16909  0.09489  0.46768  0.5280
O  -1.68792  -1.65113  -1.02866  -0.2726
O  -1.24259  -0.35622  -0.86591  -0.0968
S  2.44468  -0.73571  -0.09249  -0.2804
S  -1.60248  -0.77499  1.74488  -0.4033
H  0.57710  1.34444  0.39222  0.1610
H  -0.93404  2.25313  1.09420  0.2716
H  -0.62650  1.83335  -0.68263  0.2862
H  3.73213  -0.51746  -0.00498  0.1408
H  2.95047  -1.07784  -1.25351  0.1324
H  -1.92316  -1.85326  -0.12186  0.2730

---

Stability, lowest: y)